No. 1
The following is a quantum chemistry calculation of a structure of composition C29H39B2F8N7O4S5Tc, from the Open Molecules 2025 dataset.

```
95
Properties=species:S:1:pos:R:3
Tc -2.47744 1.36557 -1.21632
C 0.33946 -0.84471 -4.78474
C 0.72718 -0.44910 -3.39980
C 2.00929 -0.15715 -3.01007
C 2.29364 0.25976 -1.68858
N 1.34614 0.31170 -0.77882
N 0.10977 0.01988 -1.15076
B -1.05422 0.12421 -0.12313
N -0.53144 0.66436 1.24173
N 0.19238 -0.21209 1.91211
C 0.64886 0.11301 3.10389
C 0.37034 1.37786 3.64912
C -0.40440 2.28840 2.96825
C -0.78404 3.60346 3.55945
C -0.85761 1.86791 1.70101
S -2.05533 2.74481 0.75320
C 1.40068 -0.98055 3.84251
C 1.94676 -0.48861 5.18260
C 0.40541 -2.12706 4.08416
C 2.56079 -1.46933 2.96734
N -1.70290 -1.26805 0.15975
N -0.88312 -2.30968 0.19398
C -1.38767 -3.50200 0.41659
C -2.76419 -3.65627 0.69262
C -3.61631 -2.58272 0.64130
C -5.08593 -2.69025 0.87091
C -3.03083 -1.34444 0.29304
S -3.98725 0.07788 -0.04047
C -0.39827 -4.65644 0.36793
C 0.61863 -4.47840 1.50324
C -1.10050 -6.00580 0.51751
C 0.32544 -4.60774 -0.98568
C -0.25030 -0.28556 -2.39916
S -1.97496 -0.42059 -2.63939
C 3.68838 0.70248 -1.29479
C 4.69428 -0.40264 -1.64524
C 3.76533 1.00569 0.20075
C 4.00647 1.97724 -2.09488
H 1.20073 -0.83037 -5.44835
H -0.42103 -0.16679 -5.17648
H -0.08405 -1.85134 -4.78843
H 2.81517 -0.21376 -3.72991
H 0.74286 1.63055 4.63156
H -0.48983 3.64382 4.60527
H -1.86191 3.76206 3.49198
H -0.30041 4.42316 3.03246
H 1.15159 -0.20078 5.87295
H 2.63357 0.35137 5.06032
H 2.50434 -1.29642 5.65505
H -0.42478 -1.80408 4.71535
H 0.91349 -2.94810 4.59065
H 0.00654 -2.49843 3.13949
H 3.32616 -0.69694 2.87038
H 2.21501 -1.74730 1.97163
H 3.02180 -2.34117 3.43187
H -3.15623 -4.63566 0.92857
H -5.34421 -3.67545 1.25172
H -5.62646 -2.52502 -0.06355
H -5.42740 -1.93601 1.58047
H 0.13167 -4.51156 2.47994
H 1.14482 -3.52791 1.40655
H 1.35142 -5.28490 1.46671
H -1.57864 -6.11495 1.49267
H -0.36130 -6.80132 0.43191
H -1.84672 -6.16832 -0.26282
H 0.85305 -3.66225 -1.11345
H -0.37735 -4.73417 -1.81225
H 1.05381 -5.41725 -1.03687
H 4.42608 -1.34923 -1.17260
H 5.68218 -0.11661 -1.28477
H 4.77895 -0.56239 -2.72070
H 3.55402 0.11386 0.79221
H 3.06019 1.78530 0.48890
H 4.77141 1.34819 0.44281
H 3.96212 1.80477 -3.17164
H 5.01562 2.31301 -1.85571
H 3.31108 2.78064 -1.84335
F -3.54122 6.85462 -2.71376
C -4.17591 5.86729 -2.13277
F -4.51291 6.17152 -0.89954
F -5.21313 5.47692 -2.83145
S -3.00563 4.41971 -2.01224
O -1.94130 4.93542 -1.09429
O -3.73378 3.30525 -1.41293
N -2.54006 4.22017 -3.46200
S -1.41784 3.12566 -3.75325
O -1.72488 2.30013 -4.85947
O -1.04626 2.48817 -2.47785
C 0.08495 4.12818 -4.16617
F 1.10011 3.28321 -4.27908
F -0.11832 4.75685 -5.30152
F 0.31219 4.98842 -3.18949
F 0.15500 4.01294 -0.40143
B -1.04152 4.41904 0.05077
F -1.06939 5.34324 1.01478
```

Calculated values
Multiplicity: 2
Strongest force on any atom (eV/Å): 0.7
HOMO (spin up / spin down) (eV): -13.88 / -14.37
Electronic energy (hartree): -4732.7989
⟨S²⟩: 1.1797
Energy above the lowest of the compared OMol25 structures with the same formula, charge and spin (eV): 0.000
Molar mass (g mol⁻¹): 981.62
Net charge: +2

No. 2
The following is a quantum chemistry calculation of a cluster of 4 separate species, C48H108F2NO4P3S2 in total at a distorted geometry, from the Open Molecules 2025 dataset.

```
168
Properties=species:S:1:pos:R:3
C -0.76502 10.13090 -1.92834
C -1.78312 8.98881 -1.74066
C -1.44871 7.90773 -0.74383
C -2.69787 7.04983 -0.49360
P -2.29853 5.17480 -0.44824
C -1.75030 4.61279 -2.02916
C -2.40761 5.39988 -3.14011
C -2.29320 4.77692 -4.54327
C -0.85404 4.25111 -4.77718
C -3.82604 4.46958 0.13789
C -5.14092 4.58978 -0.74120
C -6.41364 4.32620 0.05029
C -6.85450 5.34674 1.12057
C -1.10054 4.86083 0.94927
C -1.41438 5.60216 2.33961
C -0.96348 4.76095 3.47912
C -1.25908 5.46356 4.79244
H 0.26081 9.76481 -1.97044
H -0.73837 10.95816 -1.21909
H -1.01199 10.54163 -2.90732
H -2.01447 8.49336 -2.68358
H -2.69909 9.49146 -1.43009
H -1.05547 8.46602 0.10575
H -0.68116 7.28042 -1.19709
H -3.55839 7.44600 -1.03272
H -2.87993 7.27193 0.55789
H -1.80237 3.52445 -1.99934
H -0.67942 4.81565 -2.01623
H -1.91715 6.37194 -3.19183
H -3.48067 5.51603 -2.98797
H -2.57612 5.50580 -5.30274
H -3.08758 4.03054 -4.54307
H -0.81168 3.84650 -5.78841
H -0.63966 3.41321 -4.11379
H -0.18633 5.10972 -4.70601
H -3.96678 4.79573 1.16838
H -3.58181 3.43531 0.38024
H -5.13710 3.92134 -1.60217
H -5.26659 5.62191 -1.06830
H -6.35623 3.39270 0.61010
H -7.29937 4.25448 -0.58093
H -7.84741 5.13283 1.51611
H -7.00779 6.31767 0.64950
H -6.17142 5.39353 1.96870
H -0.14427 5.26849 0.62146
H -1.05355 3.77320 1.00361
H -2.47530 5.81582 2.46955
H -0.95767 6.58889 2.41623
H 0.12199 4.66323 3.49597
H -1.48500 3.81367 3.34208
H -0.65137 6.34625 4.99156
H -1.32097 4.65372 5.51938
H -2.26819 5.86646 4.70609
C -5.93885 3.21711 4.22818
C -5.36045 1.90595 3.67650
C -3.88605 1.61955 3.96441
C -3.37218 0.19419 3.45554
P -1.67973 -0.35861 3.90029
C -1.23660 -1.91240 3.04278
C -0.11615 -2.82046 3.45136
C -0.11983 -4.17135 2.71445
C -1.43981 -4.90557 2.53242
C -0.68284 0.99630 3.30763
C 0.83612 0.86007 3.01796
C 1.59073 2.20060 2.89153
C 2.85919 2.03471 1.95817
C -1.67460 -0.52769 5.77356
C -0.52278 0.30191 6.49354
C -0.38726 0.38958 7.98471
C -0.50305 -1.00718 8.66901
H -6.77220 3.56594 3.61830
H -5.22521 4.04027 4.19321
H -6.15646 3.28775 5.29389
H -5.51849 1.99415 2.60164
H -6.04214 1.10582 3.96496
H -3.67908 1.56502 5.03319
H -3.32885 2.42083 3.47903
H -3.45354 0.14287 2.36980
H -4.10870 -0.57972 3.67158
H -0.99679 -1.55866 2.04006
H -2.10565 -2.56695 3.10928
H -0.13264 -3.01395 4.52391
H 0.87858 -2.40964 3.27862
H 0.60507 -4.72473 3.31143
H 0.47198 -4.21273 1.80004
H -1.45404 -5.89317 2.07140
H -2.03018 -4.26662 1.87569
H -2.10150 -4.93457 3.39811
H -0.85618 1.82823 3.99024
H -1.25863 1.23745 2.41407
H 1.14279 0.31739 2.12379
H 1.23815 0.35256 3.89484
H 1.83402 2.77881 3.78293
H 0.98100 2.95442 2.39344
H 3.50941 1.35217 2.50540
H 3.29065 2.98518 1.64421
H 2.79903 1.43438 1.05037
H -1.53319 -1.58657 5.99008
H -2.67882 -0.28667 6.12220
H -0.55488 1.37386 6.29860
H 0.49658 0.09049 6.17055
H -1.26628 0.99526 8.20511
H 0.46056 0.99972 8.29623
H 0.22468 -1.61288 8.12898
H -1.46037 -1.39946 8.32587
H -0.49278 -1.06682 9.75733
C 0.75200 -2.63340 -1.61626
C 1.12731 -4.15030 -1.70073
C 2.60408 -4.33676 -2.18179
C 2.71416 -5.69369 -2.87408
P 4.32089 -6.14384 -3.57440
C 3.90245 -7.72586 -4.38619
C 3.32871 -8.96681 -3.57173
C 2.93329 -9.99551 -4.55487
C 4.07560 -10.55392 -5.39957
C 4.75558 -4.80563 -4.78845
C 4.37301 -4.92633 -6.33139
C 3.39314 -3.82763 -6.80875
C 3.06939 -3.76330 -8.25261
C 5.43210 -6.20940 -2.11927
C 6.28741 -5.10008 -1.61044
C 7.14063 -5.41085 -0.37314
C 8.32112 -6.32149 -0.68682
H 0.18825 -2.41634 -0.70897
H 0.20794 -2.09680 -2.39353
H 1.53989 -1.90442 -1.42671
H 0.40241 -4.39930 -2.47574
H 0.97354 -4.66174 -0.75054
H 3.31215 -4.29863 -1.35398
H 2.95421 -3.56439 -2.86659
H 2.04754 -5.73827 -3.73531
H 2.62735 -6.44053 -2.08490
H 4.74879 -8.12834 -4.94278
H 3.17134 -7.46200 -5.15037
H 2.37823 -8.75618 -3.08150
H 4.12870 -9.21616 -2.87465
H 2.18211 -9.59590 -5.23616
H 2.45884 -10.78374 -3.97033
H 4.68502 -9.83609 -5.94860
H 3.76807 -11.46546 -5.91203
H 4.79950 -10.97410 -4.70135
H 5.84456 -4.75912 -4.79654
H 4.52286 -3.82778 -4.36688
H 4.03413 -5.90891 -6.65973
H 5.19900 -4.75037 -7.02050
H 3.79833 -2.90425 -6.39489
H 2.43576 -3.95610 -6.30376
H 3.98488 -3.87669 -8.83323
H 2.64154 -2.78963 -8.49138
H 2.43475 -4.52416 -8.70696
H 6.21593 -6.87256 -2.48524
H 4.88134 -6.69105 -1.31132
H 5.61695 -4.26015 -1.42849
H 6.87300 -4.71903 -2.44709
H 6.49173 -5.87047 0.37236
H 7.59310 -4.44624 -0.14316
H 8.96779 -6.32753 0.19061
H 8.91448 -5.86934 -1.48155
H 8.03738 -7.34103 -0.94783
N -1.55244 1.79553 -0.29275
S -2.37825 0.68998 -0.88083
O -1.88701 -0.72619 -0.72447
O -3.02140 1.09252 -2.06526
F -3.58201 0.85358 0.15494
S -0.05128 1.17533 -0.87473
O 0.17771 1.18649 -2.32526
O 0.54486 0.12839 -0.15366
F 0.76466 2.46045 -0.39344
```

Calculated values
Strongest force on any atom (eV/Å): 7.0
HOMO (eV): -13.59
Electronic energy (hartree): -4268.9460
Energy above the lowest of the compared OMol25 structures with the same formula, charge and spin (eV): 5.651
Molar mass (g mol⁻¹): 958.45
Net charge: +2

No. 3
The following is a quantum chemistry calculation of an isolated molecule of C4H5ClF2OS at a distorted geometry, from the Open Molecules 2025 dataset.

```
14
Properties=species:S:1:pos:R:3
C 0.04796 0.27151 0.10897
C -1.14400 0.56675 -0.87746
C -0.11064 -1.15211 0.57635
C 1.70526 0.56903 -0.28151
O -3.22661 0.41956 0.84620
F 2.13371 1.64813 0.45190
F 1.88542 0.93760 -1.50470
S -2.81044 0.55108 -0.56912
Cl 2.75751 -0.78484 0.07019
H 0.00266 1.00052 0.86482
H -0.93524 0.58203 -1.92950
H 0.28631 -2.11208 0.03814
H 0.54683 -1.26348 1.47422
H -1.13872 -1.23370 0.73151
```

Calculated values
Strongest force on any atom (eV/Å): 3.4
HOMO (eV): -9.81
Electronic energy (hartree): -1288.6778
Energy above the lowest of the compared OMol25 structures with the same formula, charge and spin (eV): 0.000
Molar mass (g mol⁻¹): 174.60